Record 1
This record from the OMol25 dataset describes C36H37MnNP2 as an isolated structure. The level of theory is ωB97M-V/def2-TZVPD.

Structure (ORCA input):
```
! wB97M-V def2-TZVPD RIJCOSX def2/J DEFGRID3
* xyz 2 4
Mn 0.3266 0.9930 4.3191
C 0.4786 -1.5220 6.6835
C 0.6920 -1.6237 5.3641
C -0.2096 -2.3196 4.3606
C -1.2709 -1.4864 3.6331
C -1.8398 -0.2655 4.3832
C -2.0045 -0.2637 5.7399
C -2.0960 -1.4795 6.5889
C -0.7983 -1.8463 7.3694
C -0.0333 2.9483 4.2478
H 1.2920 -1.1860 7.3211
H 1.7421 -1.6035 5.0507
H -0.6704 -3.2283 4.7951
H 0.5296 -2.6652 3.6092
H -0.8784 -1.1828 2.6410
H -2.1132 -2.1592 3.4009
H -2.5799 0.2761 3.7459
H -2.2054 0.6718 6.2802
H -2.4320 -2.3667 6.0149
H -2.8554 -1.2921 7.3758
H -0.7877 -1.3226 8.3443
H -0.8760 -2.9290 7.5909
H 0.9252 3.3847 4.6059
H -0.8339 3.0042 5.0111
H -0.3506 3.2690 3.2238
P 1.7879 -0.2221 -2.6926
P -0.5352 1.3648 -3.0572
C 0.2829 -1.1799 -3.0603
C -0.6930 -0.3695 -3.5627
C 3.0866 -0.7903 -3.8973
C 2.9857 -2.0205 -4.5594
C 4.0481 -2.4845 -5.3489
C 5.1879 -1.6967 -5.5457
C 5.2331 -0.4134 -4.9910
C 4.1911 0.0499 -4.1888
C 2.1867 -0.9425 -1.0541
C 1.3603 -0.5809 0.0324
C 1.5479 -1.1811 1.2701
C 2.5703 -2.1278 1.4513
C 3.4245 -2.4429 0.3852
C 3.2359 -1.8533 -0.8653
C -1.2274 2.1994 -4.5709
C -0.4533 2.0744 -5.7463
C -1.0366 2.2980 -6.9926
C -2.3760 2.7063 -7.0819
C -3.1011 2.9364 -5.9159
C -2.5376 2.7042 -4.6625
C -1.8996 1.5720 -1.8251
C -2.0560 2.8170 -1.1746
C -3.2262 3.0974 -0.4647
C -4.2290 2.1222 -0.3569
C -4.0291 0.8490 -0.9014
C -2.8461 0.5620 -1.6072
H 0.3069 -2.2568 -2.9233
H -1.4372 -0.5784 -4.3535
H 2.0775 -2.6266 -4.4564
H 3.9854 -3.4724 -5.8129
H 6.0273 -2.0783 -6.1365
H 6.0984 0.2158 -5.1770
H 4.2318 1.0491 -3.7628
H 0.5713 0.1573 -0.1103
H 0.9035 -0.9089 2.1169
H 2.7162 -2.6079 2.4282
H 4.2588 -3.1415 0.5364
H 3.9027 -2.0843 -1.6978
H 0.5824 1.7316 -5.6819
H -0.4525 2.1197 -7.8919
H -2.8419 2.8140 -8.0613
H -4.1399 3.2777 -5.9776
H -3.1358 2.8670 -3.7607
H -1.2749 3.5683 -1.2634
H -3.3800 4.0829 -0.0156
H -5.1783 2.3647 0.1480
H -4.7983 0.0765 -0.7877
H -2.6803 -0.4319 -2.0067
N 0.9355 1.6202 7.5352
C 0.6883 1.3895 6.3965
*
```

Calculated values
relative energy (zero: lowest compared OMol25 entry of this formula, charge and spin)	168.32	kJ/mol
F_max	3.756	eV/Å
HOMO level (spin up / spin down)	-12.94 / -13.66	eV
Kohn-Sham gap (spin up / spin down)	4.9 / 6.1	eV

***

Record 2
This record from the OMol25 dataset describes C30H20Cl2MnN7O3 as an isolated structure. The level of theory is ωB97M-V/def2-TZVPD.

Structure (ORCA input):
```
! wB97M-V def2-TZVPD RIJCOSX def2/J DEFGRID3
* xyz -1 2
Mn 0.2125 -0.4358 0.2121
Cl -3.6620 -4.2617 -4.1398
C -2.7804 -3.7201 -2.7375
C -2.5333 -2.3654 -2.5955
C -1.8243 -1.8695 -1.4967
N -1.4608 -0.5250 -1.3241
C -2.2938 0.3832 -1.8579
O -3.4516 0.1982 -2.2627
C -1.7711 1.7994 -2.0468
C -2.6709 2.7847 -2.4550
C -2.1870 4.0464 -2.7431
C -0.8232 4.2872 -2.6334
C -0.0092 3.2457 -2.2193
N -0.4732 2.0331 -1.9262
C -1.3636 -2.8011 -0.5393
C -1.6365 -4.1593 -0.6814
C -2.3428 -4.6193 -1.7801
Cl -2.6582 -6.3262 -1.9220
N -0.5587 -2.2635 0.4675
C -0.3246 -2.9101 1.6095
O -0.7992 -3.9641 2.0499
C 0.7317 -2.1966 2.4171
C 1.1789 -2.7305 3.6139
C 2.2107 -2.0994 4.2852
C 2.7656 -0.9600 3.7240
C 2.2520 -0.4815 2.5308
N 1.2428 -1.0736 1.8859
H -2.9049 -1.6855 -3.3434
H -3.7153 2.5241 -2.5431
H -2.8601 4.8333 -3.0625
H -0.3998 5.2546 -2.8710
H 1.0652 3.3811 -2.1245
H -1.3020 -4.8550 0.0710
H 0.7045 -3.6351 3.9675
H 2.5857 -2.4925 5.2220
H 3.5887 -0.4415 4.1966
H 2.6597 0.4027 2.0599
O 3.2286 2.2619 -0.4211
C 2.3938 1.3393 -0.4055
N 1.2951 1.2277 0.3062
C 0.8803 2.2437 1.2232
C -0.4439 1.8469 1.8362
C -1.1284 2.6923 2.7013
C -2.3533 2.2994 3.2074
C -2.8744 1.0688 2.8337
C -2.1389 0.2783 1.9727
N -0.9477 0.6519 1.4949
C 2.5647 0.1175 -1.2866
C 3.6038 0.0288 -2.1955
C 3.6936 -1.0929 -3.0034
C 2.7384 -2.0886 -2.8748
C 1.7329 -1.9334 -1.9347
N 1.6464 -0.8590 -1.1496
H 0.7503 3.2191 0.7372
H 1.6142 2.4191 2.0252
H -0.6976 3.6517 2.9586
H -2.9015 2.9483 3.8790
H -3.8342 0.7256 3.1934
H -2.4906 -0.6881 1.6325
H 4.3047 0.8506 -2.2437
H 4.4938 -1.1875 -3.7270
H 2.7606 -2.9775 -3.4902
H 0.9630 -2.6826 -1.7970
*
```

Calculated values
relative energy (zero: lowest compared OMol25 entry of this formula, charge and spin)	0.00	kJ/mol
F_max	0.444	eV/Å
HOMO level (spin up / spin down)	-4.12 / -3.99	eV
Kohn-Sham gap (spin up / spin down)	6.7 / 6.5	eV

***

Record 3
This record from the OMol25 dataset describes C24H65BrMgO9 as an isolated structure. The level of theory is ωB97M-V/def2-TZVPD.

Structure (ORCA input):
```
! wB97M-V def2-TZVPD RIJCOSX def2/J DEFGRID3
* xyz 0 1
Mg 0.1249 0.0330 -0.7245
O -0.6331 -0.9468 0.6476
H -0.6040 -1.1167 1.6093
Br 3.7374 -0.1956 -3.7850
C 1.4811 3.6192 1.3345
C 1.7654 2.6372 0.2046
C 3.2417 2.2518 0.2237
O 1.0305 1.4536 0.4695
H 1.8908 4.5967 1.0801
H 1.8943 3.2282 2.2643
H 0.4214 3.7435 1.5572
H 1.4046 3.0504 -0.7373
H 3.5701 2.1652 1.2594
H 3.8395 3.0451 -0.2252
H 3.3532 1.3204 -0.3314
H 1.2772 1.3882 1.3949
C 1.9603 -3.2874 -0.1436
C 2.3154 -1.8178 0.3041
C 3.7669 -1.5323 0.5783
O 1.8624 -0.8835 -0.7301
H 2.1693 -3.5213 -1.1875
H 0.9610 -3.6707 0.0628
H 2.6385 -3.9826 0.3513
H 1.8077 -1.6190 1.2480
H 3.8662 -0.5616 1.0642
H 4.3652 -1.4774 -0.3311
H 4.2502 -2.3607 1.0961
H 2.4343 -1.0890 -1.4733
C -3.4650 -3.0305 1.1900
C -2.7377 -4.0350 0.2180
C -3.6683 -4.6964 -0.7734
O -1.7894 -3.1825 -0.3493
H -4.0724 -2.2493 0.7331
H -2.7505 -2.6136 1.8998
H -4.3328 -3.4962 1.6570
H -2.2796 -4.8474 0.7821
H -4.3967 -5.3557 -0.3011
H -3.0909 -5.1269 -1.5916
H -4.2288 -3.9730 -1.3655
H -1.5203 -2.5361 0.3074
C -2.3490 2.9363 3.0692
C -1.6621 1.5808 3.0131
C -2.0301 0.5948 4.0932
O -2.1932 1.0466 1.7246
H -2.2654 3.4591 2.1164
H -1.9817 3.6841 3.7720
H -3.4296 2.8193 3.1517
H -0.5855 1.7133 2.9060
H -1.8898 0.9212 5.1237
H -1.5471 -0.3331 3.7873
H -3.1148 0.4994 4.0445
H -1.6505 0.3381 1.3707
C -3.7078 0.2256 -0.7636
C -2.7193 1.0263 -1.5149
C -3.2961 2.4028 -1.8551
O -1.4600 1.2546 -0.8140
H -4.6647 0.0599 -1.2585
H -4.0069 0.7706 0.1317
H -3.5157 -0.8423 -0.6597
H -2.4063 0.4413 -2.3797
H -2.6829 3.0557 -2.4761
H -3.4367 2.9167 -0.9042
H -4.2309 2.2206 -2.3853
H -1.8096 1.5718 0.0219
C 2.7618 1.4671 5.2189
C 3.3145 0.8594 3.9642
C 4.1535 -0.4297 4.0675
O 2.1435 0.5077 3.2194
H 3.5430 1.7127 5.9383
H 2.1624 0.7278 5.7503
H 2.1115 2.3256 5.0513
H 3.8797 1.5937 3.3902
H 4.8579 -0.2638 4.8826
H 4.8719 -0.4709 3.2488
H 3.7648 -1.3912 4.4029
H 2.0967 -0.4106 3.4956
C 0.4290 -2.9083 -3.2913
C -0.4660 -1.6817 -3.3921
C -1.8826 -2.2427 -3.7388
O -0.4968 -1.3175 -2.0306
H 0.0693 -3.6706 -2.6002
H 1.4764 -2.7252 -3.0516
H 0.4080 -3.4402 -4.2426
H -0.3357 -0.8305 -4.0605
H -2.4809 -2.8292 -3.0416
H -2.0056 -2.8110 -4.6608
H -2.6088 -1.4418 -3.8778
H -0.9835 -1.9986 -1.5607
C 1.8520 3.1853 -3.6901
C 0.5999 2.3488 -3.2543
C -0.1284 1.9581 -4.5251
O 0.8572 1.1009 -2.5905
H 2.5093 3.4264 -2.8546
H 1.5552 4.0952 -4.2116
H 2.4735 2.6156 -4.3810
H -0.0893 2.9811 -2.6947
H 0.3063 1.2378 -5.2181
H -0.3626 2.8015 -5.1747
H -1.1191 1.6141 -4.2280
H 1.5378 0.6138 -3.0607
*
```

Calculated values
F_max	3.920	eV/Å
HOMO level	-7.29	eV
Kohn-Sham gap	7.5	eV

***

Record 4
This record from the OMol25 dataset describes C5H8Ag4Br4O3 as an isolated structure. The level of theory is ωB97M-V/def2-TZVPD.

Structure (ORCA input):
```
! wB97M-V def2-TZVPD RIJCOSX def2/J DEFGRID3
* xyz 2 1
Ag 0.4066 -1.8483 2.3739
Ag -3.5679 0.2344 0.3261
Ag -2.9760 -2.2586 2.5321
Ag -1.7020 -4.2795 -0.9618
C -1.2769 -1.6695 0.3447
O -0.4781 -2.5929 0.1585
O -1.1805 -0.7539 1.1901
O -2.5258 -2.0109 0.0979
Br 0.9037 3.4299 -0.2858
C 0.5168 2.6105 1.4111
C -0.1423 3.7053 2.2591
Br -1.0261 2.8248 3.9011
H 1.4401 2.1285 1.7325
H -0.2029 1.7965 1.3234
H -0.8335 4.3669 1.7369
H 0.5412 4.4711 2.6258
Br -0.6062 -1.6820 -3.3811
C 1.2783 -1.1963 -3.2973
C 1.7522 -1.3780 -1.9321
Br 3.6365 -0.9980 -1.7093
H 1.4121 -0.1612 -3.6114
H 1.8136 -1.7897 -4.0387
H 1.5874 -2.3356 -1.4382
H 1.2295 -0.6134 -1.3574
*
```

Calculated values
relative energy (zero: lowest compared OMol25 entry of this formula, charge and spin)	166.35	kJ/mol
F_max	5.023	eV/Å
HOMO level	-14.77	eV
Kohn-Sham gap	5.4	eV

***

| no. | DFT total energy (eV) |
| --- | --- |
| 1 | -89296.828 |
| 2 | -104378.551 |
| 3 | -119860.020 |
| 4 | -307604.423 |